{"formula": "C5H7NO2", "method": "wB97M-V/def2-TZVPD", "homo_ev": [-7.9, -7.9], "relative_energy_kj_mol": 423.1, "lumo_ev": [-0.358, -0.358], "homo_lumo_gap_ev": [7.58, 7.58], "symbols": ["O", "O", "N", "C", "C", "C", "C", "C", "H", "H", "H", "H", "H", "H", "H"], "positions_angstrom": [[1.9134, 1.4621, 0.4108], [0.1664, -1.4852, -1.4782], [-2.3949, 0.2044, -0.0653], [0.0245, -0.8857, -0.4472], [-1.2610, 0.6498, -0.3455], [-0.3644, 1.6567, -0.2414], [0.0504, -1.5387, 0.9207], [0.9136, 1.0596, -0.4138], [-2.7159, -0.5534, -0.6675], [-0.5629, 2.7143, -0.0976], [1.0716, -1.8867, 1.0966], [2.7691, 1.1710, 0.0701], [-0.2344, -0.8445, 1.7080], [-0.6088, -2.4084, 0.9306], [1.2335, 0.6846, -1.3803]], "atomic_forces_ev_per_a": [[-0.088, -0.081, -0.173], [-0.029, 0.190, 0.259], [0.280, 0.011, -0.041], [0.067, 0.093, -0.162], [-0.136, -0.183, 0.004], [0.173, 0.115, -0.004], [-0.035, 0.013, -0.061], [-0.158, -0.191, 0.166], [0.098, 0.046, 0.020], [-0.001, -0.063, -0.002], [-0.037, 0.023, -0.022], [-0.091, 0.032, 0.016], [-0.007, 0.004, -0.031], [0.025, 0.040, -0.011], [-0.062, -0.049, 0.041]]}


{"formula": "C2H11B2N2O3", "method": "wB97M-V/def2-TZVPD", "total_charge": 1, "homo_ev": -12.9, "lumo_ev": -4.627, "homo_lumo_gap_ev": 8.27, "symbols": ["O", "O", "O", "N", "N", "C", "C", "B", "B", "H", "H", "H", "H", "H", "H", "H", "H", "H", "H", "H"], "positions_angstrom": [[-0.2872, -3.3803, -0.0461], [0.8959, -4.0712, -1.9943], [1.3448, -1.9354, -1.0678], [-1.7648, 3.5357, 1.4101], [0.6626, 1.0619, -1.6641], [0.1955, -0.1599, 0.3903], [0.1321, 1.0222, -0.5225], [0.6737, -3.1383, -1.0250], [1.3895, -1.1549, 0.0499], [-1.7362, 2.9236, 2.2294], [-2.2444, 3.0544, 0.6450], [0.4958, 1.9491, -2.1305], [-0.4444, 1.8870, -0.1360], [-0.8093, 3.7595, 1.1210], [0.0835, -3.8597, 0.6958], [-2.2657, 4.3971, 1.6439], [0.3011, 0.2204, 1.4098], [2.3207, -1.2055, 0.7970], [1.8247, -4.2315, -2.1660], [-0.7680, -0.6742, 0.3600]], "atomic_forces_ev_per_a": [[0.262, 0.579, 0.009], [-0.029, -0.373, 0.544], [0.034, -0.320, 0.730], [-0.084, 0.098, 0.077], [0.064, 0.054, 0.173], [0.145, 0.247, 0.211], [-0.065, -0.059, -0.240], [-0.148, -0.198, -0.685], [-0.233, 0.392, -0.174], [0.008, -0.019, -0.003], [0.014, -0.016, -0.013], [0.024, 0.018, -0.134], [-0.009, 0.026, -0.023], [0.013, -0.017, -0.014], [-0.217, -0.392, 0.150], [-0.003, -0.003, 0.011], [0.018, -0.036, 0.123], [0.126, -0.062, -0.107], [0.135, 0.252, -0.517], [-0.058, -0.171, -0.116]]}


{"formula": "C24H26F2N4O3S", "method": "wB97M-V/def2-TZVPD", "homo_ev": -7.6, "relative_energy_kj_mol": 17.5, "lumo_ev": 0.539, "homo_lumo_gap_ev": 8.13, "symbols": ["S", "F", "F", "O", "O", "O", "N", "N", "N", "N", "C", "C", "C", "C", "C", "C", "C", "C", "C", "C", "C", "C", "C", "C", "C", "C", "C", "C", "C", "C", "C", "C", "C", "C", "H", "H", "H", "H", "H", "H", "H", "H", "H", "H", "H", "H", "H", "H", "H", "H", "H", "H", "H", "H", "H", "H", "H", "H", "H", "H"], "positions_angstrom": [[-2.6686, -3.6460, -0.7203], [-1.6728, -2.8670, -3.4718], [1.6967, -6.2519, -0.9190], [-3.7353, -3.6337, -1.6723], [-2.7871, -4.4470, 0.4595], [0.0440, 3.0805, 4.1005], [-1.4053, 1.0518, -0.4088], [-0.4750, 3.0443, 1.4280], [-2.3056, -2.1084, -0.2038], [1.6229, -2.0902, -1.1700], [1.5701, -1.0318, -3.2987], [0.8557, -5.4190, -1.5479], [-0.8554, -3.7219, -2.8384], [0.3505, -0.4546, -2.9904], [-0.9197, 0.6873, 0.9080], [-0.6570, 2.1964, -0.8976], [3.3987, 3.9035, 2.8097], [-1.1551, -4.1441, -1.5563], [-0.2941, -5.0010, -0.9005], [0.2380, 3.2328, 5.4837], [-1.5390, -0.0132, -1.3979], [-1.1785, 1.8590, 1.8656], [1.1002, 3.3229, 3.2556], [0.8258, 3.2819, 1.8665], [0.2898, -4.1520, -3.4896], [2.1682, -1.8433, -2.3477], [1.8710, 3.5843, 0.9968], [2.3765, 3.6158, 3.7027], [3.1392, 3.8977, 1.4566], [-2.6847, -0.9820, -1.0234], [-0.8605, 3.3666, 0.0754], [1.1546, -5.0123, -2.8381], [-0.2402, -0.7002, -1.7535], [0.4586, -1.5348, -0.8821], [2.5893, 3.6418, 4.7596], [0.9490, 2.4987, 5.8786], [2.0454, -0.8517, -4.2507], [-0.7387, 3.0623, 5.9349], [3.9211, 4.1263, 0.7478], [-1.0402, 2.4785, -1.8813], [-1.8923, 0.4998, -2.3028], [-1.9312, 3.5995, 0.0972], [0.4901, -3.8107, -4.4926], [2.0541, -5.3655, -3.3163], [-0.8683, 1.5922, 2.8720], [-1.4582, -0.1915, 1.2599], [-3.0915, -1.4103, -1.9417], [-0.5382, -5.3327, 0.0954], [0.1625, 0.4675, 0.9044], [-0.3238, 4.2518, -0.2659], [-2.2499, 2.0842, 1.8696], [3.1245, -2.3159, -2.5284], [1.7020, 3.5749, -0.0682], [-3.4699, -0.3884, -0.5458], [-0.1461, 0.1840, -3.7079], [0.4180, 1.9660, -0.9947], [-2.4650, -2.0255, 0.7860], [0.0668, -1.7838, 0.0922], [4.3840, 4.1364, 3.1831], [0.5801, 4.2417, 5.7351]], "atomic_forces_ev_per_a": [[0.302, 0.125, 0.079], [-0.047, 0.019, -0.087], [0.039, -0.041, 0.070], [0.220, 0.167, -0.120], [0.242, 0.063, 0.206], [0.167, 0.116, -0.530], [-0.126, 0.104, -0.153], [-0.237, 0.173, 0.037], [-0.335, -0.861, -0.034], [0.359, -0.247, 0.315], [0.004, 0.036, 0.030], [-0.256, 0.225, -0.189], [0.244, -0.055, -0.236], [0.048, -0.118, 0.195], [-0.132, 0.257, 0.208], [-0.022, 0.267, 0.127], [0.051, 0.025, -0.102], [-0.648, 0.127, 0.041], [0.280, -0.214, 0.038], [0.033, 0.011, 0.247], [-0.254, -0.158, 0.105], [0.090, -0.545, 0.108], [-0.081, -0.080, 0.092], [0.159, 0.086, 0.185], [-0.326, 0.025, 0.176], [0.061, 0.171, -0.214], [-0.137, -0.059, 0.022], [-0.094, -0.053, 0.159], [0.163, 0.054, 0.081], [0.066, 0.453, -0.571], [0.101, 0.005, -0.334], [-0.105, -0.140, 0.276], [0.101, 0.151, -0.283], [-0.115, 0.148, 0.070], [-0.041, -0.009, 0.103], [-0.019, 0.055, -0.025], [0.067, 0.004, -0.082], [0.092, 0.019, 0.025], [0.060, 0.015, -0.057], [0.028, -0.010, -0.023], [0.063, -0.097, 0.092], [0.053, 0.023, -0.082], [-0.011, 0.061, -0.081], [0.099, -0.046, -0.027], [-0.080, 0.004, -0.073], [0.041, -0.047, 0.093], [-0.038, 0.244, 0.010], [0.059, -0.101, 0.117], [-0.081, -0.063, 0.041], [-0.040, 0.001, 0.013], [0.007, -0.084, 0.044], [0.096, -0.025, -0.126], [-0.073, -0.037, -0.076], [0.019, -0.101, -0.039], [-0.069, 0.064, -0.056], [-0.052, 0.017, -0.043], [-0.035, -0.177, 0.207], [-0.045, 0.076, 0.020], [0.084, 0.018, 0.031], [0.003, -0.043, -0.015]]}


{"formula": "C20H18Br2N3O2Rh", "method": "wB97M-V/def2-TZVPD", "total_charge": 2, "homo_ev": -14.3, "relative_energy_kj_mol": 0.0, "lumo_ev": -7.446, "homo_lumo_gap_ev": 6.86, "symbols": ["Rh", "Br", "Br", "O", "O", "N", "N", "N", "C", "C", "C", "C", "C", "C", "C", "C", "C", "C", "C", "C", "C", "C", "C", "C", "C", "C", "C", "C", "H", "H", "H", "H", "H", "H", "H", "H", "H", "H", "H", "H", "H", "H", "H", "H", "H", "H"], "positions_angstrom": [[-0.6004, 0.0995, 0.3402], [-1.7981, -1.6962, -1.0230], [0.0461, 7.4927, -0.3125], [0.8190, 0.0923, -1.9720], [2.1332, -0.2188, -0.1562], [0.2140, 1.6578, 1.3441], [-1.8180, 0.9768, -1.1175], [0.3240, -0.9116, 1.8625], [0.1532, 3.0362, 0.9549], [1.9728, -0.0220, -2.8732], [0.5965, 3.4022, -0.3095], [-0.3330, 3.9899, 1.8408], [-3.4890, 3.8962, -2.7777], [1.0906, -0.0474, -0.6943], [-3.1320, 2.4803, -2.4325], [-3.3591, 0.0880, -2.7226], [0.8985, -0.0876, 2.7698], [-2.1811, 2.2207, -1.4504], [0.3800, -2.2240, 2.0541], [-3.7124, 1.3889, -3.0697], [-0.3657, 5.3220, 1.4623], [1.5340, -0.5624, 3.8968], [0.0910, 5.6913, 0.2032], [1.5872, -1.9396, 4.0993], [0.8209, 1.3248, 2.4220], [0.5743, 4.7343, -0.6828], [-2.4137, -0.0316, -1.7428], [1.0066, -2.7762, 3.1661], [-4.4565, 1.5476, -3.8401], [0.9359, 5.0342, -1.6565], [1.0325, -3.8504, 3.2802], [2.2621, -1.0672, -2.9376], [1.9811, 0.1270, 4.5999], [-0.7124, 3.6986, 2.8128], [1.6205, 0.3460, -3.8293], [-1.6932, 3.0253, -0.9167], [-0.7484, 6.0708, 2.1415], [2.7927, 0.5782, -2.4892], [2.0802, -2.3451, 4.9721], [-4.3824, 3.9355, -3.3962], [-3.8065, -0.7774, -3.1899], [-3.6684, 4.4845, -1.8782], [-0.0760, -2.8524, 1.3016], [1.3044, 2.0737, 3.0428], [-2.6762, 4.3709, -3.3295], [0.9669, 2.6564, -1.0018]], "atomic_forces_ev_per_a": [[0.153, 0.013, 0.089], [-0.027, -0.032, -0.020], [-0.002, 0.004, -0.004], [0.082, 0.016, -0.067], [0.048, 0.003, -0.031], [0.015, -0.094, 0.024], [-0.005, 0.027, 0.028], [-0.108, 0.066, 0.118], [-0.048, 0.025, 0.003], [-0.006, -0.030, 0.017], [0.087, -0.028, 0.004], [-0.055, -0.054, 0.015], [0.000, -0.003, 0.005], [-0.216, 0.102, -0.057], [0.002, -0.005, -0.020], [0.010, -0.003, -0.011], [0.029, -0.056, -0.012], [0.027, 0.021, 0.033], [0.002, 0.049, 0.003], [0.007, 0.006, -0.009], [0.006, 0.029, -0.039], [-0.007, 0.012, -0.044], [-0.017, -0.010, 0.031], [-0.018, -0.024, -0.020], [0.017, 0.006, -0.027], [0.015, 0.012, -0.002], [0.000, -0.019, -0.009], [0.029, 0.018, 0.018], [-0.005, -0.001, 0.004], [0.005, 0.001, -0.002], [0.000, 0.000, 0.001], [0.020, 0.006, 0.003], [0.004, 0.000, -0.003], [0.024, -0.018, -0.002], [-0.004, -0.007, -0.004], [-0.060, -0.038, -0.016], [0.001, 0.000, 0.001], [-0.002, 0.006, -0.011], [-0.001, -0.001, -0.001], [-0.002, 0.000, 0.001], [0.000, 0.000, 0.002], [0.004, 0.001, 0.001], [-0.017, -0.002, 0.005], [-0.014, 0.016, -0.009], [0.000, 0.000, -0.005], [0.027, -0.014, 0.019]]}


{"formula": "C3H10N2O2S", "method": "wB97M-V/def2-TZVPD", "homo_ev": -9.2, "relative_energy_kj_mol": 333.8, "lumo_ev": 0.831, "homo_lumo_gap_ev": 10.00, "symbols": ["S", "O", "O", "N", "N", "C", "C", "C", "H", "H", "H", "H", "H", "H", "H", "H", "H", "H"], "positions_angstrom": [[-0.4746, -1.3407, -0.6000], [-0.3048, -2.1924, 0.5464], [-2.0911, -0.6690, -0.6707], [2.5282, -0.3479, 0.0557], [0.2479, 0.1790, -0.1124], [0.2764, 1.0579, -1.2969], [1.3858, 0.1648, 0.7193], [-2.6738, -0.2306, 0.5035], [-3.6525, 0.1783, 0.3598], [-0.5265, 0.9810, -2.1193], [0.1249, 2.1734, -0.8751], [1.2959, 1.0263, -1.7284], [3.4370, 0.0249, 0.5306], [-1.9288, 0.4439, 1.0321], [-2.8453, -1.0175, 1.1051], [2.5155, -1.3346, -0.0485], [1.5935, 1.2501, 0.9479], [1.0925, -0.3468, 1.6508]], "atomic_forces_ev_per_a": [[-1.487, 2.661, 0.188], [-0.047, -0.580, 0.646], [1.835, -1.348, -1.770], [3.284, 1.818, 0.700], [-2.835, -1.093, -2.392], [0.129, 3.199, 0.404], [0.002, 1.252, 1.124], [2.042, 2.579, 0.405], [-0.264, 0.839, -0.680], [1.154, -0.635, 1.681], [0.351, -2.287, -0.976], [-0.611, 0.042, -0.132], [-2.190, -1.411, -1.290], [-1.244, -0.272, -0.435], [-0.420, -2.970, 2.431], [0.295, -0.895, 0.225], [-0.200, -1.006, 0.075], [0.205, 0.108, -0.203]]}